C3H5N3S2 in the gas phase. Source: OMol25; level of theory: ωB97M-V/def2-TZVPD.

The geometry in XYZ format:
```
13
C3H5N3S2, DFT ωB97M-V/def2-TZVPD
H 0.66323 -2.36336 0.34100
N -0.30952 -2.17722 0.32075
C -0.54699 -0.99970 -0.00841
C -1.97045 -0.58576 -0.20311
S -2.60167 0.65782 -0.96462
N 0.38854 -0.00849 -0.47900
S 1.83848 -0.46315 -1.20134
C 0.37935 1.20152 0.22606
N 1.32902 2.05296 0.11078
H 1.23882 2.83620 0.71174
H -2.65199 -1.29144 0.38832
H 2.69396 -0.19737 -0.20285
H -0.45077 1.33798 0.96068
```

Summary:
spin multiplicity: 1
gap between HOMO and LUMO: 0.28883 hartree
lowest unoccupied orbital energy: -1.2200 eV

---

A gas-phase ion, C11H22N3O (charge +1). Source: OMol25; level of theory: ωB97M-V/def2-TZVPD.

The geometry in XYZ format:
```
37
C11H22N3O, DFT ωB97M-V/def2-TZVPD
C -1.70218 3.99156 1.37636
C -1.41710 3.21086 0.16660
C -0.85698 1.78494 0.46091
C -0.07802 1.12463 -0.75710
C 0.48461 -0.25855 -0.45258
C 1.95618 -0.17764 0.11464
C 2.22090 -0.28071 1.58041
C 2.57261 -1.40694 0.62529
N -0.44877 -0.97147 0.43571
C -0.56708 -2.24949 0.07273
N -1.37146 -3.02832 0.83485
N 0.08093 -2.54436 -1.01942
C -0.22029 -3.70068 -1.86922
C 0.52721 -1.29073 -1.65569
O -0.43887 -0.94560 -2.63924
H -2.83550 3.92343 1.65657
H -1.48310 5.10951 1.23219
H -1.08385 3.63538 2.11384
H -0.56333 3.67440 -0.19166
H -2.14973 3.18260 -0.59010
H -0.12057 2.02874 1.10185
H -1.59904 1.15359 0.82530
H 0.70171 1.95996 -0.95549
H -0.94861 1.13072 -1.42922
H 2.53505 0.36526 -0.64246
H 1.49894 -0.40018 2.38580
H 3.13923 0.24955 1.88813
H 3.64807 -1.54344 0.69553
H 1.97822 -2.43591 0.56884
H -0.62133 -0.68070 1.31523
H -1.95516 -3.77617 0.40754
H -1.75132 -2.62245 1.57486
H -1.22321 -4.12300 -1.85300
H 0.17011 -3.42074 -2.84624
H 0.43531 -4.41290 -1.57322
H 1.54137 -1.35114 -2.12104
H -0.27397 -0.05306 -3.09557
```

Summary:
spin multiplicity: 1
net charge: +1
gap between HOMO and LUMO: 0.40787 hartree
lowest unoccupied orbital energy: -2.5837 eV

---

A molecular structure, C21H31CaO3. Source: OMol25; level of theory: ωB97M-V/def2-TZVPD.

The geometry in XYZ format:
```
56
C21H31CaO3, DFT ωB97M-V/def2-TZVPD
O 0.08787 -1.58061 0.64161
C -0.30017 -2.43087 1.74737
C 0.19369 -3.70257 1.06175
H -1.38460 -2.35318 1.84915
H 0.24419 -2.26529 2.67336
C 0.59826 -2.73093 -0.09914
H -0.59587 -4.41483 0.78167
H 1.04477 -4.22632 1.51870
C -0.19329 -2.98418 -1.36489
H -1.26645 -3.07946 -1.20654
H 0.14774 -3.96030 -1.73490
H -0.01675 -2.19275 -2.12775
C 2.09442 -2.71450 -0.42488
H 2.76559 -2.53388 0.43378
H 2.31127 -2.00317 -1.20519
H 2.32435 -3.71735 -0.80071
Ca -0.27472 1.28430 -0.35844
C 3.34491 1.15604 1.64630
C 2.52134 2.30709 1.77775
C 1.28558 1.90490 2.30621
H 2.78071 3.34898 1.58977
C 1.33767 0.50380 2.52814
C 2.61653 0.04317 2.14193
H 2.99245 -0.96643 2.25380
H 4.34489 1.11784 1.22371
H 0.48322 2.57332 2.58206
H 0.54465 -0.06951 2.98989
C 2.45369 2.17556 -1.40355
C 2.87395 0.82997 -1.53391
C 2.02042 0.19853 -2.47502
H 3.75659 0.38150 -1.06499
C 1.02163 1.13558 -2.86562
C 1.34835 2.38789 -2.25643
H 0.93901 3.36644 -2.52488
H 2.98584 2.96498 -0.87047
H 2.21602 -0.76293 -2.96586
H 0.27003 0.97981 -3.64055
O -2.93890 -0.87695 -0.26415
C -3.69847 -2.11029 -0.57578
C -5.20174 -1.88249 -0.30404
H -3.31838 -2.95711 0.00421
H -3.55224 -2.38184 -1.63013
C -5.31034 -0.40750 0.12279
H -5.62788 -2.54668 0.47875
H -5.74184 -2.07276 -1.23470
C -3.91374 0.19880 -0.06008
H -5.61588 -0.42067 1.17777
H -6.06534 0.12706 -0.46855
H -3.54762 0.82133 0.76906
H -3.91323 0.83455 -0.96246
C 1.58624 6.04169 0.41298
C 1.40231 4.62903 0.22096
O 0.57687 3.79892 0.04843
H 2.57620 6.32922 0.02055
H 1.58952 6.27881 1.49169
H 0.79671 6.62621 -0.07055
```

Summary:
spin multiplicity: 1
net charge: -1
gap between HOMO and LUMO (spin up / spin down): 0.11528 / 0.11576 hartree
lowest unoccupied orbital energy (spin up / spin down): 2.0846 / 2.0830 eV

---

10 unconnected molecules or ions with the total composition C52H92F6IN2O12PS. Source: OMol25; level of theory: ωB97M-V/def2-TZVPD.

The geometry in XYZ format:
```
167
C52H92F6IN2O12PS, DFT ωB97M-V/def2-TZVPD
C -4.52099 -3.20535 1.90562
C -3.54275 -2.41229 1.02452
O -4.21777 -1.68507 -0.02341
C -3.37403 -0.70720 -0.50926
C -2.62351 -0.93116 -1.63734
C -2.62643 -2.22248 -2.45723
F -3.30793 -3.24151 -1.86023
F -3.17245 -2.01409 -3.68707
C -1.17280 -2.71335 -2.59742
C -0.65902 -3.21012 -3.78135
C 0.66297 -3.60994 -3.80638
C 1.50777 -3.52756 -2.73063
C 0.98407 -3.00642 -1.55014
C 1.87660 -2.85144 -0.33323
F 1.33195 -1.98681 0.54718
F 2.13632 -4.02166 0.26160
F 3.06421 -2.29935 -0.67603
C -0.33547 -2.62428 -1.49655
C -1.77338 0.07046 -2.10490
C -1.67713 1.23398 -1.40399
C -2.40744 1.46410 -0.23592
C -3.29507 0.49744 0.22496
O -4.05292 0.69857 1.33832
C -5.17166 1.55946 1.05503
C -6.41260 0.82008 0.50990
C -7.29286 1.82627 -0.29374
C -7.32102 0.19748 1.61022
C -8.09114 -0.98073 0.93109
C -6.50212 -0.38312 2.78418
N -2.26380 2.68093 0.52160
C -2.92118 3.85068 -0.13115
N -3.81145 4.55826 0.79650
C -0.87800 2.98078 0.76310
C -0.43740 3.26815 2.06003
C -1.46824 3.20382 3.18727
C -2.29755 4.45745 3.39264
O -3.40037 4.38525 3.88530
F -1.79482 5.66601 3.05007
C 0.91182 3.56132 2.25247
P 1.47231 3.88419 3.99159
C 2.48538 5.43468 4.06630
C 2.55616 2.40783 4.37247
C 4.06531 2.59313 3.98817
C 1.82317 3.59085 1.20639
C 1.38468 3.30454 -0.06612
I 2.74944 3.34018 -1.69992
C 0.05806 2.99540 -0.26548
S -0.57637 2.56300 -1.88679
H -4.70544 -2.66994 2.84240
H -4.06152 -4.15301 2.20733
H -5.46042 -3.46426 1.40337
H -2.98074 -1.72346 1.67262
H -2.83541 -3.13250 0.58187
H -1.31579 -3.25073 -4.64706
H 1.05140 -4.00870 -4.74394
H 2.55120 -3.83082 -2.77184
H -0.68494 -2.24554 -0.53641
H -1.17380 -0.06228 -3.00386
H -5.44867 2.13848 1.94987
H -4.90884 2.31277 0.30172
H -6.05320 0.08604 -0.22666
H -6.69656 2.57916 -0.82770
H -7.96274 1.29889 -0.98419
H -7.96075 2.38365 0.38256
H -8.04569 0.96048 1.92916
H -8.44734 -0.70178 -0.06757
H -7.35936 -1.79533 0.83519
H -8.93727 -1.26131 1.56982
H -7.13108 -1.10305 3.32328
H -6.16551 0.42879 3.44177
H -5.64582 -0.90437 2.35302
H -3.51391 3.45532 -0.97592
H -2.19168 4.55014 -0.55672
H -4.05952 3.96345 1.57771
H -4.66516 4.80390 0.30973
H -0.95594 2.88957 4.10336
H -2.15970 2.38740 2.94583
H 1.80336 6.23991 4.36176
H 3.20802 5.33324 4.88759
H 2.96569 5.69208 3.11434
H 2.19200 1.55622 3.77916
H 2.46686 2.10435 5.42055
H 4.40343 1.74630 3.37342
H 4.69723 2.57522 4.88561
H 4.24152 3.50501 3.40797
H 2.86429 3.81800 1.42256
C -2.21356 -7.22724 -2.14285
C -1.00246 -7.72991 -2.90469
O -0.73730 -6.89541 -4.03299
H -3.09070 -7.20699 -2.79174
H -2.42478 -7.86480 -1.28329
H -2.05134 -6.20448 -1.79005
H -1.17555 -8.74005 -3.27195
H -0.11898 -7.74459 -2.26023
H -0.57509 -6.00587 -3.70141
C 0.50239 -12.17809 -0.60409
C 0.67087 -10.69800 -0.88837
O -0.56735 -10.00715 -0.73057
H -0.24040 -12.61394 -1.27471
H 1.44701 -12.71037 -0.73141
H 0.14609 -12.33573 0.41602
H 1.00564 -10.53970 -1.91325
H 1.40962 -10.25628 -0.21154
H -0.85736 -10.13689 0.17798
C 6.86464 3.27371 -3.47419
C 7.03616 4.75248 -3.75934
O 5.77668 5.41937 -3.69759
H 6.17857 2.82212 -4.19339
H 7.82152 2.75116 -3.52386
H 6.43443 3.12250 -2.48028
H 7.44485 4.90455 -4.75839
H 7.71600 5.20929 -3.03497
H 5.42638 5.28998 -2.80948
C 11.03420 4.15316 -4.44530
C 10.98822 5.13005 -3.28674
O 10.20784 4.61103 -2.20894
H 10.02479 3.93742 -4.80241
H 11.62211 4.55315 -5.26843
H 11.47375 3.20202 -4.13193
H 10.53096 6.06907 -3.59691
H 11.99819 5.34112 -2.92136
H 10.61490 3.78703 -1.92493
C -1.89779 -4.00510 6.31566
C -3.20354 -4.19136 5.56582
O -2.96604 -4.63992 4.23305
H -1.26224 -3.28384 5.80006
H -2.07688 -3.65254 7.33273
H -1.34312 -4.94542 6.36481
H -3.74438 -3.24770 5.50030
H -3.84129 -4.92014 6.07650
H -2.49760 -5.47912 4.28671
C 14.73124 4.04441 -8.01591
C 14.67265 5.00601 -6.84377
O 13.89346 4.46385 -5.77886
H 13.72637 3.82535 -8.37933
H 15.31879 4.46110 -8.83558
H 15.17849 3.09409 -7.71390
H 14.20751 5.94454 -7.14245
H 15.67928 5.22258 -6.47174
H 14.30791 3.63951 -5.50516
C -1.11809 8.55062 1.47237
C -0.72698 9.48146 2.60424
O 0.00744 10.60220 2.11550
H -0.23061 8.19608 0.94583
H -1.67154 7.69034 1.84840
H -1.73894 9.07340 0.73915
H -0.09154 8.96420 3.32214
H -1.61648 9.84486 3.12992
H -0.55466 11.06840 1.48946
C -2.70539 -14.78370 1.48150
C -2.29571 -13.85711 2.61080
O -1.68016 -12.67562 2.10079
H -1.83734 -15.05905 0.88094
H -3.16792 -15.69283 1.86907
H -3.41469 -14.28866 0.81364
H -1.57287 -14.34544 3.26283
H -3.16553 -13.57250 3.21153
H -2.32146 -12.23674 1.53245
C -6.66805 8.07300 1.48722
C -5.79885 6.99888 0.86043
O -5.52913 7.29801 -0.50823
H -7.61104 8.16567 0.94603
H -6.88307 7.84241 2.53195
H -6.17277 9.04603 1.43876
H -6.30616 6.03389 0.89226
H -4.84883 6.90667 1.39276
H -5.07214 8.14390 -0.53702
```

Summary:
spin multiplicity: 1
gap between HOMO and LUMO: 0.30940 hartree
lowest unoccupied orbital energy: 0.2876 eV

---

A gas-phase ion, C4H5O2 (charge +1). Source: OMol25; level of theory: ωB97M-V/def2-TZVPD.

The geometry in XYZ format:
```
11
C4H5O2, DFT ωB97M-V/def2-TZVPD
C -1.07125 0.52727 0.00464
C -0.26278 1.52562 0.01231
C 1.62981 -0.37535 0.00668
C -0.70847 -0.92752 -0.01760
O 0.68787 -1.23793 0.01646
O 1.57790 0.84739 -0.01907
H -2.13908 0.74049 0.01424
H -0.07649 2.57386 0.03549
H 2.62515 -0.84621 0.02332
H -1.15241 -1.43279 0.84949
H -1.11024 -1.39483 -0.92596
```

Summary:
spin multiplicity: 1
net charge: +1
gap between HOMO and LUMO: 0.40360 hartree
lowest unoccupied orbital energy: -5.3987 eV

---

A molecular structure, C42H34CrNO5S. Source: OMol25; level of theory: ωB97M-V/def2-TZVPD.

The geometry in XYZ format:
```
84
C42H34CrNO5S, DFT ωB97M-V/def2-TZVPD
C 2.86919 -2.18992 4.94127
C 2.79155 -2.85983 3.57321
C 1.65841 -2.49321 2.80904
C 0.70007 -2.09887 2.15803
N -0.31957 -1.56792 1.43428
C -0.04076 -0.39123 0.63256
C 1.11777 -0.61432 -0.28878
C 2.30595 0.08507 -0.14089
C 3.37624 -0.17109 -0.97098
C 3.27355 -1.13239 -1.95402
C 2.10053 -1.84239 -2.10028
C 1.03169 -1.58655 -1.26974
S -1.66127 -1.34740 2.48568
C -2.94469 -0.83334 1.33087
C -3.50259 0.41560 1.46616
C -4.49977 0.82574 0.60532
C -4.94898 -0.01533 -0.40194
C -6.04384 0.42791 -1.30786
C -4.36773 -1.27025 -0.53156
C -3.36927 -1.67623 0.33175
O -2.10919 -2.67430 3.04292
O -1.36341 -0.15331 3.35930
H 3.75422 -2.49850 5.50303
H 2.90277 -1.10284 4.84491
H 1.99268 -2.43220 5.54510
H 3.69353 -2.62035 2.99308
H 2.80182 -3.95187 3.69044
H -0.93169 -0.12672 0.05339
H 0.16149 0.44675 1.30914
H 2.38889 0.82841 0.63354
H 4.29481 0.37993 -0.85188
H 4.10863 -1.33135 -2.60387
H 2.01949 -2.59770 -2.86400
H 0.11954 -2.15084 -1.36443
H -3.15490 1.06034 2.25689
H -4.94152 1.80159 0.71534
H -6.29360 -0.34070 -2.03925
H -6.94857 0.65342 -0.74232
H -5.75685 1.32769 -1.85239
H -4.70724 -1.93259 -1.30923
H -2.92396 -2.65280 0.24041
O 2.52840 -12.54561 -0.04452
C 2.76688 -11.43637 -0.14995
Cr 3.17660 -9.62182 -0.28503
C 1.40012 -9.16965 -0.71494
O 0.32794 -8.88047 -0.97178
C 3.60017 -9.74757 -2.10987
O 3.87086 -9.80528 -3.21541
C 5.19818 -9.73038 0.48652
C 4.28756 -10.03971 1.52917
C 3.21792 -9.16463 1.82828
C 3.04432 -7.94671 1.09225
C 1.93193 -7.10859 1.33593
C 0.83396 -6.54439 1.41426
C -0.48072 -6.16218 1.38491
C -1.01189 -5.70657 0.11458
C -0.13820 -5.45415 -0.95666
C -0.60786 -5.04746 -2.18025
C -1.96440 -4.88883 -2.38677
C -2.85142 -5.14378 -1.35946
C -2.38033 -5.53413 -0.13598
C -1.24818 -6.34238 2.60142
C -0.58722 -6.64584 3.80342
C -1.28411 -6.84215 4.96995
C -2.66234 -6.75619 4.97983
C -3.34274 -6.47325 3.81228
C -2.64622 -6.26333 2.65352
C 3.96819 -7.65531 0.03456
C 5.05010 -8.52449 -0.24282
H 6.01307 -10.42011 0.25118
H 4.38280 -10.98512 2.06910
H 2.50920 -9.41547 2.62059
H 0.91698 -5.59940 -0.81023
H 0.08376 -4.87020 -2.98673
H -2.33026 -4.59749 -3.35611
H -3.91199 -5.05760 -1.52460
H -3.10425 -5.78616 0.76755
H 0.48547 -6.71689 3.80271
H -0.75238 -7.06534 5.87933
H -3.20543 -6.92223 5.89459
H -4.41788 -6.42044 3.80948
H -3.18651 -6.01410 1.62942
H 3.80605 -6.76734 -0.57696
H 5.76055 -8.27848 -1.03676
```

Summary:
spin multiplicity: 4
net charge: +2
gap between HOMO and LUMO (spin up / spin down): 0.18419 / 0.08886 hartree
lowest unoccupied orbital energy (spin up / spin down): -7.1959 / -9.7913 eV